Record 1
5 unconnected molecules or ions with the total composition C42H74F3N2O17S. Source: OMol25; level of theory: the ωB97M-V functional and the def2-TZVPD basis.

## Properties
LUMO energy: -3.5450 eV
E: -101507.06582 eV
Charge: +1
Spin multiplicity: 1
HOMO level: -11.69 eV

XYZ file:
```
139
C42H74F3N2O17S | OMol25 | the ωB97M-V functional and the def2-TZVPD basis
C -7.172 -4.432 0.545
C -6.203 -5.565 -0.140
C -6.857 -6.357 -1.418
C -6.249 -5.907 -2.886
C -5.223 -7.056 -3.539
C -4.114 -7.354 -2.327
C -2.603 -7.663 -2.883
C -1.554 -6.413 -2.512
C -0.448 -6.864 -1.404
N 0.172 -5.756 -0.581
C 1.075 -4.935 -1.471
C 1.664 -3.562 -0.859
C 1.347 -2.292 -1.901
O -0.087 -2.017 -2.067
C -0.387 -1.597 -3.473
F -0.270 -2.833 -4.323
F -1.822 -1.139 -3.530
F 0.466 -0.486 -3.953
C 1.201 -3.119 0.644
C 2.560 -3.373 1.593
O 2.472 -2.750 2.920
N 3.498 -1.858 3.019
O 3.039 -0.772 2.648
C -0.102 -3.854 1.272
O 0.411 -4.859 2.244
C -0.307 -4.859 3.509
C 0.297 -6.105 4.443
O -1.216 -3.051 1.725
C -0.931 -1.786 2.353
C -1.246 -0.515 1.312
C -0.855 0.883 2.077
C -2.813 -0.578 0.778
C -3.276 0.747 -0.071
C -3.930 1.890 0.945
C -2.125 1.373 -1.058
C -0.789 -4.801 0.067
S -2.353 -5.542 0.767
H -7.221 -3.491 -0.186
H -6.681 -4.026 1.547
H -8.242 -4.825 0.852
H -5.908 -6.358 0.703
H -5.176 -5.016 -0.400
H -8.014 -6.164 -1.399
H -6.698 -7.523 -1.223
H -7.160 -5.725 -3.599
H -5.666 -4.882 -2.716
H -4.680 -6.530 -4.444
H -5.793 -8.039 -3.824
H -4.043 -6.320 -1.734
H -4.535 -8.232 -1.675
H -2.172 -8.594 -2.274
H -2.591 -7.942 -4.021
H -0.962 -6.219 -3.530
H -2.135 -5.424 -2.289
H -0.841 -7.680 -0.626
H 0.441 -7.393 -1.982
H 0.823 -6.255 0.099
H 0.599 -4.666 -2.532
H 1.998 -5.644 -1.740
H 2.856 -3.651 -0.887
H 1.936 -2.415 -2.932
H 1.817 -1.311 -1.409
H 1.140 -1.927 0.581
H 2.907 -4.495 1.591
H 3.423 -2.776 1.021
H -1.461 -5.033 3.459
H -0.154 -3.876 4.169
H 1.466 -6.050 4.400
H -0.125 -7.141 4.054
H -0.061 -5.904 5.555
H 0.123 -1.642 2.835
H -1.717 -1.636 3.239
H -0.569 -0.586 0.356
H -0.404 1.602 1.238
H 0.064 0.637 2.788
H -1.760 1.362 2.648
H -3.574 -0.874 1.646
H -2.841 -1.492 0.011
H -4.177 0.405 -0.766
H -4.930 2.308 0.498
H -3.117 2.735 1.154
H -4.191 1.324 1.954
H -2.645 1.627 -2.096
H -1.707 2.377 -0.626
H -1.243 0.639 -1.317
H -1.126 -4.028 -0.772
H -2.818 -6.645 0.038
C -0.408 3.692 -4.498
C -1.311 4.868 -4.170
C -0.600 6.186 -4.080
O -1.420 6.921 -3.188
C -2.036 6.002 -2.386
O -2.658 6.276 -1.374
O -1.861 4.735 -2.867
H -0.367 2.967 -3.680
H -0.784 3.170 -5.385
H 0.613 4.009 -4.735
H -2.148 4.914 -4.879
H -0.535 6.690 -5.048
H 0.404 6.115 -3.646
C 5.454 1.006 4.220
C 5.644 2.296 3.441
C 7.064 2.775 3.377
O 6.912 4.175 3.223
C 5.719 4.499 3.805
O 5.353 5.638 4.041
O 4.992 3.378 4.090
H 4.844 1.154 5.116
H 4.947 0.263 3.594
H 6.408 0.559 4.517
H 5.209 2.201 2.438
H 7.607 2.350 2.528
H 7.632 2.588 4.295
C -3.290 11.847 -6.259
C -2.952 10.441 -5.793
C -1.609 10.315 -5.138
O -1.265 8.964 -5.391
C -1.909 8.613 -6.544
O -1.690 7.592 -7.174
O -2.829 9.559 -6.900
H -3.388 11.905 -7.348
H -4.244 12.164 -5.823
H -2.543 12.579 -5.936
H -3.749 10.053 -5.147
H -1.652 10.506 -4.062
H -0.840 10.955 -5.584
C 8.267 6.211 5.667
C 8.865 5.333 6.753
C 9.089 6.036 8.059
O 10.162 5.304 8.625
C 10.868 4.784 7.577
O 11.968 4.267 7.674
O 10.179 4.923 6.405
H 8.954 6.345 4.824
H 7.352 5.752 5.277
H 7.982 7.199 6.044
H 8.259 4.428 6.885
H 8.210 5.994 8.709
H 9.403 7.079 7.949
```

Atom charges from the Mulliken analysis, given in e for atoms 1 to 2: -1.12, 0.32

***

Record 2
2 unconnected molecules or ions with the total composition C3H7N2S2. Source: OMol25; level of theory: the ωB97M-V functional and the def2-TZVPD basis.

## Properties
ΔE to the lowest compared entry with this formula, charge and spin: 269.08 kJ/mol
LUMO energy: -6.0233 eV
E: -27866.10586 eV
Charge: +1
Spin multiplicity: 1
HOMO level: -11.84 eV

XYZ file:
```
14
C3H7N2S2 | OMol25 | the ωB97M-V functional and the def2-TZVPD basis
C 0.257 2.222 0.131
C 0.798 -1.705 1.842
C 0.068 0.598 2.008
N -0.125 1.744 1.171
N 0.835 -0.467 1.428
S 0.655 2.947 -1.153
S -1.276 1.091 -4.720
H 0.147 -2.088 2.590
H 1.326 -2.436 1.315
H 0.561 0.844 3.014
H -0.961 0.160 2.322
H -1.765 0.955 -6.060
H 1.429 -0.247 0.628
H -1.923 -0.028 -4.522
```

Atom charges from the Mulliken analysis, given in e for atoms 1 to 2: 0.48, -0.10

***

Record 3
A gas-phase ion, C10H20P (charge +1). Source: OMol25; level of theory: the ωB97M-V functional and the def2-TZVPD basis.

## Properties
ΔE to the lowest compared entry with this formula, charge and spin: 319.07 kJ/mol
LUMO energy (spin up / spin down): -4.7061 / -3.2462 eV
E: -19972.99260 eV
Charge: +1
Spin multiplicity: 1
HOMO level (spin up / spin down): -11.01 / -12.20 eV

XYZ file:
```
31
C10H20P | OMol25 | the ωB97M-V functional and the def2-TZVPD basis
C 0.222 -2.526 -1.538
C -0.959 -1.703 -2.212
C -1.560 -2.044 0.129
C 0.831 -1.300 0.644
C -0.045 -2.416 -0.024
C -1.862 -1.231 -1.061
C 0.486 0.039 0.009
C 2.174 2.286 1.230
C -0.848 1.776 1.983
C 0.126 3.016 -0.474
P 0.534 1.673 0.714
H 0.217 -3.638 -1.744
H 1.172 -2.157 -1.734
H -0.671 -0.885 -2.964
H -1.460 -2.347 -2.853
H -2.139 -3.011 -0.083
H -1.824 -1.629 1.078
H 0.575 -1.440 1.730
H 1.876 -1.423 0.335
H 0.348 -3.382 0.448
H -2.468 -0.444 -1.184
H 0.914 0.227 -0.914
H 2.270 3.164 0.672
H 3.003 1.584 0.869
H 2.512 2.453 2.346
H -0.733 1.139 2.801
H -1.813 1.545 1.562
H -1.024 2.814 2.336
H 1.002 3.102 -1.143
H -0.112 3.874 0.046
H -0.745 2.884 -1.004
```

Atom charges from the Mulliken analysis, given in e for atoms 1 to 2: -0.97, -0.73

***

Record 4
2 unconnected molecules or ions with the total composition C46H44N. Source: OMol25; level of theory: the ωB97M-V functional and the def2-TZVPD basis.

## Properties
LUMO energy: -5.5083 eV
E: -49899.01640 eV
Charge: +1
Spin multiplicity: 1
HOMO level: -8.84 eV

XYZ file:
```
91
C46H44N | OMol25 | the ωB97M-V functional and the def2-TZVPD basis
C -5.669 -0.947 3.712
C -4.257 -0.470 3.675
C -3.980 0.891 3.619
C -2.684 1.349 3.610
C -1.589 0.460 3.672
C -0.287 1.022 3.646
C 1.013 0.455 3.620
C 2.112 1.341 3.661
C 3.404 0.879 3.693
C 3.677 -0.485 3.697
C 5.085 -0.969 3.743
C 2.606 -1.371 3.622
C 1.311 -0.923 3.553
C -1.889 -0.916 3.770
C -3.189 -1.359 3.747
H -5.727 -2.036 3.720
H -6.175 -0.584 4.607
H -6.226 -0.593 2.843
H -4.799 1.590 3.595
H -2.489 2.408 3.565
H -0.285 2.100 3.661
H 1.921 2.403 3.664
H 4.226 1.574 3.711
H 5.138 -2.058 3.757
H 5.641 -0.623 2.870
H 5.596 -0.602 4.634
H 2.800 -2.430 3.609
H 0.537 -1.642 3.378
H -1.116 -1.637 3.931
H -3.388 -2.415 3.792
C -2.441 9.448 -3.511
C -3.162 8.279 -3.423
C -2.590 7.152 -2.867
C -1.277 7.148 -2.406
C -0.620 5.863 -1.844
C -0.245 6.049 -0.363
C -0.671 7.151 0.363
C -0.370 7.288 1.704
C 0.346 6.310 2.358
C 0.770 5.199 1.657
C 0.495 5.083 0.308
C -1.621 4.698 -1.987
C -2.129 4.022 -0.885
C -3.018 2.976 -1.034
C -3.420 2.583 -2.293
C -2.944 3.254 -3.399
C -2.056 4.299 -3.247
C 0.692 5.540 -2.670
C 1.861 6.522 -2.395
C 3.168 5.704 -2.377
C 2.749 4.228 -2.480
N 1.263 4.173 -2.414
C 0.576 3.004 -2.724
C 0.904 1.765 -2.308
C 0.195 0.569 -2.711
C 0.498 -0.650 -2.100
C -0.135 -1.807 -2.492
C -1.082 -1.781 -3.496
C -1.398 -0.586 -4.110
C -0.770 0.576 -3.726
C -0.589 8.355 -2.462
C -1.159 9.487 -3.010
H -2.885 10.328 -3.950
H -4.176 8.243 -3.786
H -3.186 6.263 -2.774
H -1.261 7.904 -0.127
H -0.711 8.157 2.242
H 0.547 6.401 3.415
H 1.303 4.418 2.175
H 0.841 4.222 -0.235
H -1.824 4.317 0.104
H -3.391 2.460 -0.165
H -4.108 1.761 -2.410
H -3.249 2.942 -4.384
H -1.675 4.805 -4.118
H 0.420 5.562 -3.733
H 1.892 7.325 -3.140
H 1.714 6.995 -1.419
H 3.836 5.987 -3.200
H 3.735 5.897 -1.457
H 3.063 3.787 -3.432
H 3.175 3.615 -1.682
H -0.297 3.109 -3.335
H 1.714 1.658 -1.607
H 1.241 -0.668 -1.320
H 0.114 -2.737 -2.012
H -1.574 -2.689 -3.801
H -2.133 -0.557 -4.896
H -1.015 1.491 -4.234
H 0.386 8.442 -2.020
H -0.604 10.411 -3.043
```

Atom charges from the Mulliken analysis, given in e for atoms 1 to 2: -1.45, 1.05

***

Record 5
C17H21N3O2 in the gas phase. Source: OMol25; level of theory: the ωB97M-V functional and the def2-TZVPD basis.

## Properties
ΔE to the lowest compared entry with this formula, charge and spin: 0.00 kJ/mol
SMILES: CCCCCN1C(=O)Cn2c(nc3ccccc3c2=O)[C@@H]1C
LUMO energy: 0.5029 eV
E: -26536.84999 eV
Spin multiplicity: 1
HOMO level: -8.80 eV

XYZ file:
```
43
C17H21N3O2 | OMol25 | the ωB97M-V functional and the def2-TZVPD basis
C 3.545 -0.482 -4.147
C 2.864 0.818 -3.732
C 2.813 1.022 -2.211
C 1.481 0.628 -1.573
C 1.169 -0.865 -1.700
N -0.023 -1.224 -0.952
C -1.221 -1.025 -1.545
O -1.358 -0.698 -2.704
C -2.403 -1.256 -0.608
N -2.155 -0.617 0.667
C -0.924 -0.761 1.228
N -0.545 -0.214 2.323
C -1.443 0.581 2.990
C -1.053 1.190 4.187
C -1.940 1.988 4.871
C -3.230 2.200 4.384
C -3.629 1.610 3.207
C -2.743 0.796 2.499
C -3.159 0.166 1.250
O -4.248 0.268 0.728
C 0.007 -1.655 0.442
C 1.390 -1.698 1.072
H 4.571 -0.504 -3.786
H 3.565 -0.565 -5.231
H 3.024 -1.349 -3.750
H 1.850 0.845 -4.135
H 3.414 1.646 -4.184
H 3.622 0.457 -1.741
H 2.981 2.077 -1.986
H 0.671 1.189 -2.044
H 1.501 0.903 -0.515
H 2.008 -1.468 -1.359
H 0.953 -1.102 -2.744
H -2.559 -2.333 -0.470
H -3.310 -0.821 -1.037
H -0.053 1.015 4.549
H -1.637 2.457 5.796
H -3.914 2.830 4.933
H -4.621 1.756 2.805
H -0.419 -2.674 0.486
H 1.270 -1.944 2.124
H 2.010 -2.457 0.604
H 1.879 -0.732 1.011
```

Atom charges from the Mulliken analysis, given in e for atoms 1 to 2: -1.18, -0.46

***

Record 6
A molecular structure, C28H78F6N3O32S8. Source: OMol25; level of theory: the ωB97M-V functional and the def2-TZVPD basis.

## Properties
LUMO energy: 1.4349 eV
E: -203262.73685 eV
Charge: -1
Spin multiplicity: 1
HOMO level: -7.98 eV

XYZ file:
```
155
C28H78F6N3O32S8 | OMol25 | the ωB97M-V functional and the def2-TZVPD basis
C -1.475 -0.555 -1.430
F -0.157 -0.647 -1.808
F -1.950 0.638 -1.838
F -2.208 -1.361 -2.163
S -1.711 -0.957 0.435
O -3.130 -0.890 0.654
O -1.071 -2.314 0.422
N -0.796 0.368 1.215
S -1.685 1.003 2.305
O -2.537 2.086 1.803
O -2.341 0.017 3.197
C -0.236 1.727 3.319
F -0.709 2.317 4.384
F 0.704 0.822 3.655
F 0.335 2.759 2.543
C 0.471 -2.348 4.259
O 1.707 -1.852 3.791
H -0.322 -1.610 4.130
H 0.068 -3.183 3.686
H 0.576 -2.618 5.309
H 1.659 -1.393 2.949
C -0.407 2.974 -1.168
O 0.511 2.108 -0.483
H -0.667 2.732 -2.198
H -1.280 2.967 -0.515
H -0.075 4.012 -1.169
H 0.093 1.418 0.036
C -5.460 1.556 3.106
O -5.905 2.182 4.285
H -4.904 2.305 2.542
H -4.808 0.742 3.424
H -6.254 1.072 2.537
H -6.461 2.902 3.978
C -3.037 4.085 4.313
O -2.640 4.652 3.152
H -2.974 3.003 4.196
H -2.341 4.351 5.109
H -4.085 4.353 4.447
H -3.047 4.170 2.428
C 1.325 -5.476 0.950
O 0.476 -5.499 -0.227
H 2.101 -4.711 0.938
H 0.778 -5.201 1.852
H 1.770 -6.462 1.088
H -0.058 -4.702 -0.259
C 2.817 0.054 1.013
O 1.760 -0.804 1.084
H 3.342 0.163 1.962
H 3.520 -0.039 0.185
H 2.303 0.928 0.613
H 0.950 -0.290 1.039
O 1.177 -2.528 7.791
S 1.411 -1.255 8.548
O 0.913 -1.034 9.913
O 3.023 -0.745 8.380
C 3.711 -1.127 7.241
C 4.720 -2.077 7.849
C 0.781 -0.002 7.421
H 4.146 -0.213 6.837
H 3.212 -1.443 6.325
H 4.236 -3.049 7.750
H 5.024 -1.915 8.883
H 5.511 -2.162 7.103
H 1.331 0.878 7.755
H -0.264 0.295 7.515
H 1.126 -0.209 6.408
O 4.760 -4.841 1.201
S 5.207 -5.038 -0.221
O 5.340 -6.369 -0.773
O 4.329 -4.049 -1.267
C 3.696 -2.861 -0.855
C 2.420 -2.695 -1.755
C 6.875 -4.237 -0.649
H 4.316 -2.007 -1.128
H 3.451 -2.738 0.200
H 2.115 -1.649 -1.729
H 1.629 -3.375 -1.437
H 2.573 -2.886 -2.817
H 6.842 -3.943 -1.697
H 7.517 -5.076 -0.380
H 6.988 -3.352 -0.024
O 4.251 2.211 -5.305
S 2.915 1.786 -4.822
O 1.711 2.619 -5.110
O 2.631 0.253 -5.445
C 3.760 -0.626 -5.391
C 3.525 -2.059 -5.948
C 2.996 1.397 -2.956
H 4.090 -0.639 -4.352
H 4.647 -0.318 -5.947
H 2.713 -1.925 -6.663
H 3.111 -2.722 -5.189
H 4.416 -2.489 -6.406
H 2.015 1.097 -2.588
H 3.175 2.396 -2.558
H 3.853 0.759 -2.741
O 0.708 8.650 2.736
S 2.082 8.229 3.104
O 2.578 8.464 4.451
O 2.413 6.590 2.838
C 1.575 5.770 2.094
C 2.262 5.500 0.755
C 3.425 8.916 1.916
H 0.561 6.144 1.954
H 1.400 4.833 2.624
H 2.343 6.311 0.031
H 1.432 4.989 0.267
H 3.171 4.942 0.978
H 3.356 10.003 1.878
H 3.361 8.395 0.960
H 4.345 8.632 2.427
O -4.493 -5.880 -5.016
S -3.148 -5.675 -5.492
O -2.945 -5.583 -6.893
O -2.493 -4.349 -4.637
C -1.300 -3.857 -5.225
C -0.779 -2.709 -4.346
C -2.117 -7.181 -4.722
H -1.511 -3.413 -6.198
H -0.582 -4.676 -5.264
H -1.306 -1.755 -4.351
H 0.204 -2.483 -4.760
H -0.641 -3.037 -3.316
H -1.074 -7.087 -5.023
H -2.581 -8.084 -5.118
H -2.094 -7.152 -3.633
O -5.087 3.970 -5.936
S -3.996 2.964 -5.970
O -4.283 1.559 -6.242
O -2.769 3.557 -6.871
C -2.511 4.986 -6.885
C -2.909 5.455 -8.287
C -3.177 2.985 -4.297
H -1.443 5.074 -6.684
H -3.008 5.554 -6.098
H -2.878 6.544 -8.295
H -3.936 5.146 -8.484
H -2.176 5.093 -9.008
H -3.581 3.898 -3.859
H -2.092 3.002 -4.410
H -3.558 2.114 -3.765
C -5.989 -2.208 -0.359
N -6.720 -1.496 0.769
O -7.466 -0.599 0.508
O -6.522 -1.884 1.913
H -6.774 -2.657 -0.967
H -5.340 -2.902 0.176
H -5.287 -1.521 -0.831
C -3.955 -2.869 3.116
N -3.833 -3.993 2.148
O -4.030 -5.135 2.515
O -3.449 -3.733 1.045
H -4.159 -1.926 2.608
H -2.954 -2.930 3.542
H -4.729 -3.082 3.853
```

Atom charges from the Mulliken analysis, given in e for atoms 1 to 2: 0.05, 0.08

***

What is the formula in the second record?
C3H7N2S2

***

Number 4 is which compound?
C46H44N